Here is a 12-piece molecular cluster, C48H132N12O12 overall in a non-equilibrium geometry from the Open Molecules 2025 dataset. Energies are from wB97M-V/def2-TZVPD.

The structure (SMILES) is COC[C@H](C)N.COC[C@H](C)N.COC[C@H](C)N.COC[C@H](C)N.COC[C@H](C)N.COC[C@H](C)N.COC[C@H](C)N.COC[C@H](C)N.COC[C@H](C)N.COC[C@H](C)N.COC[C@H](C)N.COC[C@H](C)N. The gap between HOMO and LUMO comes out at 9.105 eV. For the total energy, the calculation gives -94359.184 eV.

```
! RIJCOSX wB97M-V def2-TZVPD def2/J DEFGRID3
* xyz 0 1
O -1.081 -0.284 0.728
O 2.347 -5.031 1.924
O 5.147 2.717 2.728
O -1.748 -6.765 0.801
O -0.122 6.223 -1.299
O 3.761 5.153 -3.234
O 5.122 -1.098 -1.303
O -5.166 0.835 -2.584
O -5.254 4.656 0.820
O 0.911 -2.659 -2.914
O -2.226 2.197 4.108
O -3.324 -3.417 1.876
N 2.248 5.113 -5.591
N -0.685 6.612 -3.997
N -4.645 -3.404 5.347
N -4.151 -0.602 0.698
N -0.192 -6.027 -2.508
N -0.071 2.571 0.186
N 2.869 1.218 1.581
N 7.759 -3.664 -1.990
N -1.210 -3.356 -5.266
N 0.097 0.511 4.402
N 3.041 -5.755 5.453
N -2.973 6.500 0.429
C -2.949 4.623 -1.157
C 4.983 4.850 -2.617
C -1.292 0.026 4.545
C -3.339 2.967 3.714
C -4.120 -3.875 2.958
C 6.507 3.076 2.743
C 6.686 -2.950 -1.236
C 1.136 5.715 -1.031
C 3.079 3.971 -3.615
C -2.182 -3.487 4.589
C -5.010 -0.575 -0.528
C -0.860 1.665 -0.610
C -0.424 0.240 -0.372
C -5.119 5.484 -0.306
C -4.605 0.680 -1.285
C 2.216 -2.108 -2.725
C -0.084 7.534 -1.837
C 1.047 3.112 -4.892
C 1.840 4.300 -4.427
C -2.288 0.827 3.709
C -0.447 2.069 -2.040
C -1.279 -6.409 -1.573
C 1.553 -4.021 4.722
C -3.660 5.826 -0.624
C -6.451 -0.604 -0.157
C 7.093 -2.940 0.246
C 2.257 -5.267 4.302
C 2.996 -4.967 0.730
C 3.229 -5.084 3.102
C -1.181 -6.809 2.048
C 4.703 0.077 -2.004
C -4.613 0.049 -3.586
C 0.179 7.515 -3.306
C -2.060 -2.851 -2.997
C 3.537 0.823 2.815
C -1.672 -7.800 -1.947
C 0.125 8.821 -3.991
C 3.392 -0.714 2.972
C -1.669 0.023 6.037
C -6.281 4.927 1.777
C -0.506 -1.530 1.056
C -0.820 -6.230 -0.138
C 4.945 1.298 2.930
C -3.649 -3.189 4.294
C -3.799 -3.903 0.651
C -1.289 -2.436 -4.183
C 0.140 -1.864 -3.837
C 6.354 -1.600 -1.822
H 0.636 -1.868 -4.805
H 2.714 -1.877 -3.647
H 7.912 -2.224 0.499
H -3.071 5.969 1.262
H -5.396 -2.727 5.177
H -2.185 -5.825 -1.737
H 7.071 2.537 2.000
H -3.080 4.045 3.652
H -4.146 2.888 4.468
H -5.550 4.958 -1.202
H -4.707 -3.332 0.388
H 7.198 -0.867 -1.693
H -7.018 -0.507 -1.037
H 0.929 9.457 -3.607
H 3.863 -1.174 2.048
H -4.089 -4.976 2.931
H 3.130 2.106 1.269
H 2.865 -2.873 -2.236
H -6.381 4.063 2.370
H -7.209 5.238 1.398
H 7.437 -3.927 0.510
H -1.366 -3.150 -2.126
H -1.125 7.909 -1.718
H -0.670 -0.364 -1.219
H 3.703 -6.469 5.063
H 1.115 4.643 -1.205
H 3.705 -4.167 0.539
H 2.235 -4.919 -0.071
H -1.028 -0.686 6.601
H 5.826 -3.616 -1.410
H -2.034 0.731 2.717
H -1.615 -3.021 3.757
H -2.913 3.896 -0.321
H 7.437 -3.811 -2.984
H -4.970 0.417 -4.550
H 1.172 7.110 -3.529
H 8.612 -3.134 -2.066
H 0.239 0.476 3.410
H -2.072 -7.118 2.657
H -2.032 -2.849 5.452
H -0.616 -5.176 0.130
H -1.654 6.825 -3.837
H -1.035 1.407 -2.669
H -3.401 4.142 -2.055
H 1.569 -6.063 4.001
H 5.521 0.816 -2.044
H -2.052 -3.339 -5.792
H -1.989 -4.525 4.774
H 0.075 3.497 -5.233
H 0.835 -4.352 5.425
H -2.711 -0.241 6.153
H -2.017 6.578 0.087
H 0.051 -5.033 -2.438
H -3.135 -3.650 -0.201
H 6.517 4.172 2.689
H 0.576 -1.403 1.195
H 3.565 -5.009 5.872
H -4.035 -4.969 0.677
H -0.914 -8.466 -1.494
H 6.207 -1.691 -2.909
H -3.242 0.326 3.810
H 5.334 0.895 3.836
H -6.687 0.246 0.494
H 5.527 0.820 2.154
H 4.451 -0.211 -3.038
H -3.293 -0.084 0.702
H -5.132 -3.512 2.786
H -0.354 -7.548 2.114
H 1.884 6.077 -1.743
H 0.598 1.921 -2.152
H -0.574 3.100 -2.346
H 1.036 -3.627 3.864
H -2.673 -8.037 -1.540
H 3.860 0.533 -1.450
H 2.369 -1.051 3.003
H -4.778 -1.483 -1.162
H -0.802 9.301 -3.858
H 6.243 -2.631 0.823
H -0.823 -5.819 2.383
H 0.569 8.188 -1.204
H -0.658 -2.262 0.218
H 3.879 -4.208 3.091
H -1.699 -7.848 -3.016
H 3.867 -5.956 2.938
H 2.848 3.428 -2.717
H 3.020 0.605 0.799
H 1.403 5.538 -6.014
H 2.924 5.804 -5.260
H 0.155 -6.722 -0.069
H -4.218 -3.189 6.263
H -3.607 -2.140 3.928
H 0.665 -6.480 -2.293
H 5.652 4.337 -3.279
H 1.600 2.567 -5.669
H -4.928 -1.015 -3.632
H 2.303 -3.387 5.201
H 3.905 -1.060 3.874
H -3.526 0.091 -3.620
H -2.785 -2.073 -2.629
H -6.714 -1.547 0.290
H -1.725 -1.561 -4.676
H -3.706 2.721 2.770
H 0.258 8.690 -5.053
H 0.190 1.447 4.734
H 3.665 -5.876 0.564
H -3.865 -1.555 1.012
H -1.953 1.723 -0.431
H -0.542 5.629 -3.795
H 4.835 4.182 -1.747
H -1.313 -1.022 4.206
H 1.469 6.011 0.000
H -0.438 3.496 0.243
H -5.753 6.401 -0.250
H -3.526 0.814 -1.437
H -3.668 6.495 -1.473
H 0.025 -0.824 -3.471
H -1.085 -4.317 -4.933
H 1.154 4.927 -3.815
H -2.606 -3.750 -3.325
H -5.027 1.524 -0.703
H 3.584 3.432 -4.323
H -1.522 1.051 6.392
H -1.948 4.959 -1.410
H 6.895 2.715 3.712
H 0.931 2.452 -4.081
H 0.663 0.293 -0.116
H 5.404 5.804 -2.227
H 2.278 -1.200 -2.125
H -0.977 -1.890 1.977
H 2.999 1.338 3.541
H -5.892 5.745 2.397
H 0.299 2.243 1.142
*
```